# 1
Computed, not measured: a cluster of 8 separate species, C16H36N4O20 in total at a distorted geometry, with the ωB97M-V functional and the def2-TZVPD basis.

## Properties
- LUMO level: 0.10 eV
- Frontier orbital gap: 10.91 eV
- Structure (SMILES): C[N+](=O)[O-].C[N+](=O)[O-].C[N+](=O)[O-].C[N+](=O)[O-].COC(=O)OC.COC(=O)OC.COC(=O)OC.COC(=O)OC
- Total energy: -2354.68237 hartree

XYZ file:
```
76
Properties=species:S:1:pos:R:3:forces:R:3
O 1.81067 1.59827 -0.93480 -0.095 -0.525 -0.513
O 4.06909 -1.69475 -3.29808 0.337 0.030 -0.612
O 5.54275 4.09828 -2.12255 0.323 -0.569 -0.366
O -3.68367 2.00188 1.20602 0.525 1.019 -0.257
O 4.04511 0.97600 2.46962 -0.464 -0.655 0.454
O 0.09176 1.37045 0.50440 0.017 0.403 -1.147
O -4.18036 0.76272 -3.55214 -0.156 -2.441 0.814
O -0.22987 0.96828 -1.67806 2.122 0.337 0.030
O 5.01306 2.60462 1.27906 0.416 0.800 0.416
O -2.73660 -4.71284 4.27325 -1.189 -0.003 -0.255
O -1.81180 -3.31318 2.90392 -1.653 -0.453 -0.559
O 3.89601 -1.77617 -1.19248 0.985 -0.248 2.439
O -4.33867 -0.00242 0.96661 -0.148 -0.489 -0.430
O 2.21727 -3.79362 0.63787 0.535 1.650 0.758
O -4.91952 -0.52032 -1.87805 0.393 -0.051 -1.520
O -4.05631 -3.68149 2.72711 -0.929 -0.023 -0.224
O 4.81378 5.39735 -0.60719 0.019 0.807 1.107
O -4.24929 -1.52504 -3.83450 0.009 1.382 1.055
O 1.76778 -1.69340 0.67252 -1.928 1.651 -0.355
O 5.10541 0.50985 0.55948 -1.029 0.016 1.404
N 4.67434 4.50562 -1.39374 -1.314 -0.520 -0.943
N 2.44062 -2.61844 0.97722 1.342 -2.174 -0.192
N 3.42572 -1.68755 -2.27141 -0.561 0.344 -2.460
N -4.49709 1.19056 0.85997 -1.645 -0.159 1.107
C -3.95424 -5.19288 4.92126 1.051 -0.289 -0.082
C 0.66388 1.31945 -0.71964 -1.300 0.145 0.752
C 4.55247 3.57464 2.27028 -0.718 -0.730 -0.741
C 3.25062 3.92252 -1.51159 1.532 -0.291 -0.830
C -1.99396 -2.45843 1.75894 0.638 0.823 -0.172
C 5.65354 0.94999 -0.66520 0.193 0.965 -0.260
C 4.65215 1.34833 1.51125 1.104 -0.131 -1.138
C -3.65321 0.82974 -4.89037 -0.227 0.593 0.272
C 1.96395 -1.56596 -2.41433 -0.166 -1.127 0.624
C -4.41453 -0.54587 -3.12905 -0.341 0.600 -1.189
C -1.58386 0.91686 -1.34327 -0.891 0.387 1.992
C 0.95013 1.85122 1.55201 1.463 -0.834 -1.796
C 3.65770 -2.27655 1.78024 0.114 -0.567 0.313
C -3.00839 -3.89458 3.24316 2.729 0.139 0.707
C -5.26137 -1.83256 -1.38103 -0.061 0.324 1.307
C -5.88098 1.70216 0.42031 1.022 -0.804 -0.619
H -6.28656 -1.78127 -0.98306 0.412 0.074 -0.131
H -3.38219 1.86465 -4.94800 0.297 0.552 -0.317
H 3.41649 -2.61706 2.78216 0.003 0.052 0.223
H -5.66434 2.21614 -0.48396 0.151 0.723 -0.753
H -6.49036 0.85583 0.12768 -0.030 -0.150 0.512
H 6.70933 1.09173 -0.55980 0.803 0.000 0.213
H 3.87653 -1.19330 1.77864 -0.376 -0.814 -0.295
H 4.11359 3.03758 3.10787 0.368 0.209 0.141
H 1.61697 -1.40160 -1.41688 -0.535 -0.064 0.364
H -4.52194 -5.87517 4.27531 0.284 0.194 0.150
H 1.61726 -2.52764 -2.81729 0.033 0.412 0.108
H -4.55806 -1.99518 -0.54883 -0.428 -0.358 -0.373
H -1.70087 0.40430 -0.38817 -0.193 -0.119 -0.080
H -5.20901 -2.58367 -2.15235 0.192 -0.079 -0.144
H -2.77178 0.21898 -5.05934 -0.129 -0.269 0.190
H -4.42875 0.64463 -5.62721 -0.033 -0.332 0.005
H 3.12149 3.25753 -0.67859 -0.096 0.094 0.459
H 1.58492 2.67565 1.19304 -0.135 -0.389 0.020
H -2.01186 1.92091 -1.18587 0.171 -0.278 -0.377
H -3.56340 -5.70112 5.81366 -0.463 0.165 -0.291
H 5.29066 4.31994 2.51069 0.684 -0.305 0.068
H 4.46054 -2.91032 1.41279 0.041 0.208 -0.115
H 3.77928 4.08474 1.74213 -0.772 0.634 -0.126
H 1.55514 0.97979 1.80859 0.140 0.473 0.604
H 1.71002 -0.75042 -3.03936 0.027 0.665 -0.762
H -6.31651 2.38724 1.12969 0.179 -0.125 0.451
H 5.28137 1.93956 -0.98492 -0.256 -0.873 -0.062
H -2.52600 -1.53674 2.06659 -0.037 -0.663 -0.373
H 5.49965 0.12332 -1.33935 -0.294 0.108 -0.456
H -0.98756 -2.15280 1.45592 -0.102 -0.191 0.080
H -2.47163 -2.97176 0.90157 0.059 0.252 0.692
H -2.10577 0.36812 -2.08218 -0.295 -0.284 -0.928
H 3.16432 3.30471 -2.42449 0.238 0.611 0.455
H -4.54955 -4.32505 5.15592 -0.345 0.067 0.285
H 0.32335 2.22578 2.28806 -1.128 0.285 1.559
H 2.62118 4.78929 -1.50767 -0.489 0.184 0.113
```
Forces are in eV/Å.

=====

# 2
Computed, not measured: a cluster of 3 separate species, C16H36N7 in total at a distorted geometry, with the ωB97M-V functional and the def2-TZVPD basis.

## Properties
- LUMO level: -3.67 eV
- Frontier orbital gap: 5.89 eV
- Net charge: +1
- Total energy: -1014.12919 hartree

XYZ file:
```
59
Properties=species:S:1:pos:R:3:forces:R:3
N 3.26114 -3.42365 0.36370 0.061 -0.018 0.158
N -2.27444 0.57268 -2.28443 -0.096 0.047 -0.143
N -0.36291 6.17290 1.28170 0.639 -0.546 -0.705
N -1.49649 3.35233 2.93821 -0.030 -0.069 0.099
N -0.05681 3.98124 1.17974 -0.376 0.757 0.528
N -2.40531 3.54638 3.97547 -0.035 0.102 -0.038
N -1.13538 5.61128 2.26373 -0.747 0.982 0.422
C 2.49557 -5.72954 1.19021 0.007 -0.017 0.101
C 0.73800 -3.02061 0.54902 -0.076 0.083 0.116
C -2.60745 -0.67497 -2.95694 -0.154 -0.185 -0.088
C -1.84155 -1.93540 -2.53909 0.002 -0.045 -0.103
C -0.93861 4.27582 2.18149 0.409 -0.538 -0.591
C -1.87230 6.41332 3.08939 0.362 -0.445 0.342
C -2.59552 0.55661 -0.87259 0.070 0.007 0.101
C 3.28918 -2.50139 -1.94657 -0.040 0.011 -0.041
C -2.37766 7.09684 3.93007 0.085 -0.011 -0.209
C -2.48728 1.92602 -0.21882 0.010 0.053 0.088
C 0.26550 0.50394 -2.01398 0.150 0.084 -0.101
C 2.18114 -2.55645 0.79775 -0.106 0.229 -0.065
C -0.98507 1.14741 -2.62700 0.155 0.162 0.060
C 3.28826 -3.73327 -1.05427 -0.095 0.056 -0.136
C 3.51388 -4.58271 1.20622 0.156 -0.140 0.083
C 0.25713 5.15801 0.68016 0.056 -0.156 -0.095
H -0.99891 2.20589 -2.34921 -0.065 -0.031 0.054
H 4.48743 -4.98987 0.91746 -0.013 0.054 -0.105
H 0.56028 -0.39664 -2.54829 -0.026 -0.061 0.089
H 4.20501 -4.29174 -1.25874 -0.017 -0.081 0.129
H 1.10731 1.19765 -2.07945 -0.008 -0.001 -0.001
H -3.62724 0.21324 -0.76416 0.022 -0.095 -0.093
H 3.36902 -2.80826 -2.99023 0.009 -0.006 0.002
H 2.93575 -6.61229 1.65769 0.013 0.009 -0.013
H 2.45342 -4.38516 -1.35467 0.010 -0.012 -0.058
H 0.13370 0.25216 -0.95980 -0.034 -0.011 -0.006
H -3.30663 3.84423 3.62360 -0.028 -0.017 -0.055
H -1.23810 2.39759 2.73823 0.046 -0.045 -0.016
H 0.60473 -3.45755 -0.44151 0.038 0.007 -0.011
H 2.31152 -2.35383 1.86430 0.068 -0.139 0.020
H -2.35348 -2.81948 -2.92290 -0.021 0.016 0.011
H -2.80201 7.71193 4.69047 -0.129 0.035 -0.072
H -3.13375 2.65159 -0.71664 0.025 -0.012 -0.050
H 0.05723 -2.16701 0.62128 0.026 0.011 -0.018
H -2.05219 4.21053 4.64950 0.055 -0.062 0.106
H 3.64287 -4.24063 2.23688 -0.057 0.095 -0.024
H -2.80065 1.85494 0.82670 -0.068 -0.041 -0.026
H 2.31369 -1.58230 0.31773 0.037 -0.061 -0.083
H -1.77887 -2.03853 -1.45516 0.009 -0.013 -0.001
H -1.46448 2.30378 -0.22921 0.004 -0.022 -0.027
H 0.41156 -3.74658 1.29149 -0.001 -0.083 -0.072
H -3.67565 -0.85594 -2.80434 0.009 0.075 0.102
H -0.88764 1.15572 -3.71480 -0.098 -0.126 -0.007
H 4.13569 -1.85169 -1.71976 -0.027 0.012 0.061
H -1.97068 -0.15273 -0.30612 -0.019 0.010 0.065
H -2.49577 -0.53286 -4.03464 0.080 0.112 0.025
H 2.36926 -1.92204 -1.84972 0.014 0.003 0.003
H -0.83254 -1.95264 -2.94844 0.029 0.007 0.068
H 1.59783 -5.48685 1.75696 -0.044 0.015 -0.060
H -0.27225 7.16041 1.10127 -0.277 0.142 0.316
H 0.93877 5.33731 -0.13702 0.031 -0.101 -0.026
H 2.20278 -6.00913 0.17805 0.003 0.013 -0.010
```
Forces are in eV/Å.

=====

# 3
Computed, not measured: a cluster of 8 separate species, C16H37Br14NO2P in total, with the ωB97M-V functional and the def2-TZVPD basis.

## Properties
- LUMO level: 1.71 eV
- Frontier orbital gap: 5.96 eV
- Net charge: -1
- Total energy: -37214.62476 hartree

XYZ file:
```
71
Properties=species:S:1:pos:R:3:forces:R:3
Br 1.33646 -1.04170 -3.35667 0.066 -0.003 -0.097
Br 1.30399 2.67360 -4.74935 0.018 0.104 -0.064
Br -4.63718 0.74097 4.38332 -0.040 0.055 -0.142
Br -3.42078 4.96470 9.21474 0.017 -0.026 -0.006
Br -2.37807 -1.81072 3.03365 -0.078 -0.042 0.162
Br -6.56292 -4.32466 3.52749 -0.069 -0.011 0.020
Br 4.80869 3.87258 -4.89578 -0.032 -0.012 0.009
Br 0.33466 -4.37583 -2.12182 0.013 -0.018 -0.018
Br 6.54611 1.37812 -8.49447 -0.013 0.015 0.056
Br 5.33337 -1.08369 1.00903 -0.029 -0.002 -0.002
Br -5.37837 -4.73599 0.07729 -0.002 0.021 0.017
Br 5.76704 -1.35328 -6.14986 -0.052 0.011 -0.010
Br -3.97408 1.48055 8.11381 0.032 -0.061 0.158
Br 1.98578 -1.25208 2.51599 -0.030 -0.209 0.114
P -1.05174 1.18203 0.57533 0.090 0.498 0.269
O -0.38063 2.61711 -0.25330 -0.120 -0.019 0.155
O -0.91327 0.38816 -1.01616 -0.712 0.328 -0.004
N -1.49888 3.84022 -1.96526 -0.062 -0.233 -0.204
C 0.84191 -1.59128 -1.55521 0.054 -0.281 -0.004
C -5.45867 -5.72934 2.76261 0.095 0.047 0.030
C -4.39769 -1.10023 4.94607 -0.043 0.059 0.102
C 1.35319 -2.96669 -1.23372 0.071 0.038 -0.026
C 2.74396 2.15786 -5.94004 -0.087 -0.084 0.030
C -0.68750 2.66382 -1.60284 0.236 0.055 -0.036
C 3.37271 0.06958 2.77689 -0.066 0.094 -0.080
C 6.71880 -1.41176 -7.83883 -0.020 -0.020 0.048
C -3.83556 4.26668 7.44589 0.022 0.019 0.016
C -4.48991 -5.18353 1.74381 -0.022 -0.006 -0.058
C 4.11409 0.35628 1.49725 -0.006 0.015 -0.051
C -1.35633 1.30906 -1.96168 0.020 0.210 -0.008
C -2.95636 -1.52889 4.86512 0.069 -0.124 -0.039
C 7.58795 -0.19749 -8.04191 0.010 0.025 -0.040
C 4.06937 2.10243 -5.22918 0.104 -0.021 -0.021
C -4.80725 3.11785 7.49959 -0.041 -0.029 -0.133
H 4.02330 -0.29651 3.56613 0.018 0.033 -0.037
H -6.13827 -6.46070 2.33504 0.026 0.012 0.004
H 8.26715 -0.35426 -8.87747 -0.020 -0.009 0.008
H -4.92004 -6.17149 3.59844 0.008 0.027 -0.015
H 2.86292 0.97481 3.10273 -0.021 -0.024 -0.022
H 2.48671 1.16194 -6.29813 0.027 0.011 -0.004
H 0.30002 0.75307 0.89124 0.006 -0.088 -0.250
H -4.26680 5.09803 6.89288 -0.004 -0.018 0.010
H -2.45482 1.43099 -1.91105 0.110 -0.005 -0.118
H 7.33092 -2.31085 -7.80587 0.009 0.026 -0.003
H 8.15464 0.05054 -7.14895 0.001 -0.020 -0.028
H 2.75022 2.85705 -6.77166 0.023 -0.027 0.013
H 3.43123 0.48024 0.66123 -0.002 0.037 0.025
H 3.98964 1.61102 -4.26316 -0.010 0.002 -0.027
H 4.80539 1.59034 -5.84566 -0.014 0.016 0.004
H -5.03855 -1.70210 4.30934 0.009 -0.026 0.010
H -2.82387 -2.47345 5.39019 -0.010 0.009 -0.005
H -2.38146 1.69323 0.25718 0.064 -0.232 -0.201
H -4.74980 -1.14638 5.97554 0.027 0.019 -0.008
H -3.74512 -5.93653 1.49407 -0.014 0.006 0.009
H -2.48202 3.57902 -1.99977 0.068 0.073 0.139
H 5.96852 -1.50754 -8.61859 0.039 -0.017 0.001
H -1.09885 0.98884 -2.98080 0.037 0.013 0.138
H -2.89028 3.97773 6.99597 -0.035 0.019 -0.020
H 1.28196 -0.85319 -0.88812 -0.051 -0.015 -0.003
H -2.28597 -0.78176 5.28169 -0.034 -0.020 0.031
H 4.73111 1.24591 1.60040 0.006 -0.024 0.021
H 2.38630 -3.10838 -1.53712 0.007 -0.016 0.038
H 1.25451 -3.15821 -0.16878 -0.034 0.004 0.035
H 0.25524 2.77439 -2.16750 -0.119 -0.047 0.080
H -1.25051 4.14326 -2.90180 -0.012 0.007 0.059
H -1.09144 1.89885 1.83276 -0.053 -0.027 0.001
H -5.17396 2.89548 6.49837 0.028 -0.008 0.016
H -5.64210 3.31514 8.16584 0.016 0.013 -0.027
H -1.64576 0.00783 1.16538 0.287 0.005 -0.087
H -3.99502 -4.27856 2.08817 0.013 -0.035 0.004
H -0.23808 -1.48227 -1.49999 0.214 -0.064 0.063
```
Forces are in eV/Å.